# 1
Entry from the Open Molecules 2025 dataset: an isolated ion of composition C2HN2O2 and charge +1 at a distorted geometry (ωB97M-V/def2-TZVPD).

Values from the calculation:
- calculated total energy (Eh) = -336.21000
- HOMO level (spin up / spin down) (eV) = -15.97 / -15.26
- 2S+1 = 1
- energy relative to the best compared isomer or geometry (same formula, charge and spin) (kcal per mole) = 77.8
- strongest force on any atom (eV/Å) = 6.054
- gap between HOMO and LUMO (spin up / spin down) (eV) = 8.557 / 7.956
- total charge = +1

Structure (XYZ):
```
7
Properties=species:S:1:pos:R:3:forces:R:3
C -0.540 -1.216 1.560 -3.361 -0.922 1.689
C 0.117 1.369 -1.550 0.253 -0.058 -0.166
N 0.033 0.498 -0.695 -0.672 -0.469 1.575
N 0.542 -0.685 -0.443 1.618 1.223 -5.704
O 0.028 2.300 -2.190 0.123 0.467 -0.670
O 0.212 -1.027 0.680 1.326 -0.361 3.150
H -0.392 -1.239 2.638 0.712 0.120 0.126
```
Forces are in eV/Å.


# 2
Entry from the Open Molecules 2025 dataset: a 2-piece molecular cluster, C3H2O2S overall at a distorted geometry (ωB97M-V/def2-TZVPD).

Values from the calculation:
- calculated total energy (Eh) = -664.15256
- HOMO level (eV) = -9.48
- 2S+1 = 1
- energy relative to the best compared isomer or geometry (same formula, charge and spin) (kcal per mole) = 8.4
- strongest force on any atom (eV/Å) = 4.777
- gap between HOMO and LUMO (eV) = 10.015
- total charge = 0
- SMILES string = C=C=O.O=C=S

Structure (XYZ):
```
8
Properties=species:S:1:pos:R:3:forces:R:3
C 0.679 0.722 -0.454 3.558 -3.144 0.531
C -0.282 1.371 -0.927 -2.563 1.478 -0.657
O -1.231 1.890 -1.321 -0.680 0.691 -0.586
H 0.861 -0.263 -0.957 -0.005 1.111 0.537
H 1.265 0.995 0.411 -0.143 0.151 -0.213
O -0.148 -0.630 1.886 -0.469 0.479 0.221
C -0.461 -1.433 1.123 1.027 0.809 1.754
S -0.683 -2.652 0.240 -0.726 -1.574 -1.588
```
Forces are in eV/Å.


What is the formula in the first record?
C2HN2O2


Among the records above, which one has the lowest total charge?
C3H2O2S


What is the strongest force on any atom in the second record?
4.777 eV/Å